1.
Here is a cluster of 11 separate species, C37H94B3F12N6O9 in total from the Open Molecules 2025 dataset. Energies are from ωB97M-V with the def2-TZVPD basis set.

Output
**Highest occupied orbital energy**: -0.3203 Eh
**Orbital gap**: 6.5 eV
**Total charge**: +1

Geometry as XYZ:
```
161
Properties=species:S:1:pos:R:3:forces:R:3:mulliken_charge:R:1
F 3.540 -3.215 5.984 -0.421 1.246 2.596 -0.334
F 3.484 1.944 -1.472 -1.685 2.485 0.265 -0.103
F -2.618 -0.512 3.798 0.031 0.507 -2.085 -0.256
F 3.849 -0.031 -2.264 -0.821 -1.595 -0.444 -0.374
F 4.402 0.447 -0.049 -0.907 -0.859 1.709 -0.304
F -2.689 1.124 5.432 1.166 0.335 -0.286 -0.409
F -2.985 -1.027 5.850 -1.031 -1.470 2.053 -0.346
F 5.613 1.180 -1.710 1.200 0.828 -0.530 -0.345
F 3.892 -4.064 4.109 1.604 -2.620 -2.503 -0.404
F 2.903 -2.148 4.022 -0.944 1.501 0.092 -0.185
F 1.749 -3.994 4.770 -0.897 -0.013 0.016 -0.475
F -0.941 -0.482 5.248 2.347 0.572 0.410 -0.135
O -0.115 -4.510 0.236 -1.056 -0.946 1.156 -0.050
O 1.404 7.254 -2.433 -0.202 -0.624 0.271 -0.491
O -0.021 -2.860 -1.988 -0.040 -0.677 -0.413 -0.469
O -0.298 5.806 2.080 -0.694 1.498 -0.340 -0.794
O -0.695 0.042 -1.380 -0.249 1.070 1.306 1.044
O 0.490 3.781 1.965 0.153 -1.804 -0.518 -0.620
O -0.759 -1.647 -3.664 -0.446 0.506 -0.894 -0.612
O -3.446 -2.709 1.248 -0.144 -0.238 -0.845 -0.354
O 3.723 3.264 6.026 -1.126 0.065 1.313 -0.469
N 0.684 -0.379 1.505 -0.136 -1.827 -3.183 1.429
N 0.796 -6.552 2.488 -1.227 -0.887 0.227 0.031
N -4.478 -1.306 -1.300 0.517 1.711 -1.661 0.294
N -0.410 4.723 -2.164 0.015 -0.068 0.007 0.702
N 0.885 0.959 -6.368 0.661 0.232 -0.490 0.188
N 1.192 1.613 6.900 -1.316 -1.616 -0.017 0.659
C -1.742 4.067 2.809 -0.544 -0.776 -0.559 -1.119
C -4.259 -0.244 -0.205 -0.983 -0.862 0.293 -0.812
C 1.003 0.715 0.383 -1.870 -0.682 1.018 -0.937
C -0.573 -6.016 2.897 0.871 0.945 0.726 -0.883
C -0.423 4.586 2.237 0.354 0.527 0.528 0.910
C 1.660 -1.584 1.150 -0.324 0.426 2.285 -0.793
C -5.936 -1.769 -1.421 1.324 -0.250 0.435 -0.785
C -0.263 5.890 -1.122 0.010 -1.034 0.097 -0.079
C 0.011 1.010 7.775 1.703 0.021 0.964 -0.835
C 1.075 -5.240 0.218 1.063 1.043 0.747 -0.465
C 1.628 -6.928 3.768 0.356 -0.500 -1.374 -0.698
C 1.627 -5.519 1.644 -0.888 -1.521 0.076 0.037
C 0.278 7.267 -1.549 -0.167 -0.043 -0.777 -1.039
C 1.539 0.876 -4.938 -1.800 0.253 -2.288 -0.482
C 1.991 0.439 6.274 0.328 0.531 0.052 -0.893
C -1.352 3.612 -1.544 1.112 1.950 -0.610 -0.070
C -2.892 2.110 -5.781 -0.635 -0.660 -0.826 -1.560
C 2.123 2.490 7.738 -0.302 -0.327 0.360 -0.481
C 0.479 -7.862 1.671 1.196 1.655 1.235 -0.852
C 0.597 -0.441 -7.039 -0.733 1.335 1.443 -0.496
C 2.838 3.697 7.115 0.167 -0.903 -1.307 -0.649
C 2.836 0.366 -7.796 -0.808 0.165 -0.428 -0.903
C 0.951 -3.304 -4.167 -1.481 -0.042 1.099 -1.389
C 0.956 4.051 -2.280 -0.131 0.218 -0.697 -1.208
C -1.620 1.283 -5.604 0.782 1.435 0.915 0.926
C 0.459 2.469 5.908 0.208 -0.188 -0.452 -0.895
C -4.079 -0.542 -2.605 -0.160 -0.022 0.561 -0.687
C 1.988 1.518 -7.335 -1.908 0.437 0.422 -0.515
C -0.756 -0.989 1.390 0.940 0.325 0.292 -0.363
C -0.387 1.914 -6.361 0.050 -2.381 -0.324 -0.896
C -0.058 -2.592 -3.223 0.995 0.748 1.087 0.051
C 0.678 0.306 -1.069 0.585 -0.625 -0.404 0.399
C 0.850 0.143 2.900 0.651 0.104 -0.338 -1.019
C 1.896 -0.866 -7.700 0.741 -0.307 0.750 -0.591
C -3.521 -2.485 -1.227 -1.323 -0.541 2.352 0.587
C -3.740 -3.410 0.046 0.708 0.645 -1.138 -0.781
C -0.936 5.237 -3.507 0.217 -0.292 0.833 -0.579
B 2.989 -3.316 4.761 0.268 -0.185 -0.441 0.427
B -2.254 -0.180 5.092 -2.426 0.010 -0.235 0.230
B 4.325 0.897 -1.325 1.587 -0.829 -1.279 0.101
H -4.323 -1.036 -3.545 -0.194 -0.607 0.423 0.354
H 2.449 -7.556 3.422 0.148 0.196 -0.410 0.390
H 1.438 2.816 8.521 0.398 0.434 0.193 0.388
H 1.513 -2.288 1.969 0.120 0.082 0.182 0.139
H -0.921 3.431 -0.560 -0.265 -0.095 0.130 -0.007
H 3.430 4.148 7.911 -0.131 0.016 0.113 0.440
H 0.185 -1.091 -6.268 0.545 -0.153 0.322 0.158
H -2.505 -2.115 -1.089 0.023 0.206 -0.670 -0.646
H -0.424 -5.052 3.384 0.301 -0.064 0.279 0.343
H -0.709 1.967 -7.401 0.270 -0.034 -0.208 0.440
H 1.230 2.960 5.314 -0.478 0.033 -0.337 0.600
H 1.708 4.776 -2.591 -0.177 0.092 0.217 0.585
H 2.566 -6.066 1.559 0.258 0.440 -0.135 0.357
H 1.731 -4.672 2.321 0.045 0.153 -0.279 -0.250
H -3.240 0.140 -0.158 0.062 -0.426 -0.433 0.037
H 2.527 2.312 -6.818 -0.145 0.022 -0.123 0.376
H 1.390 -0.390 5.901 -0.469 0.571 -0.022 0.153
H -0.267 1.882 5.345 0.527 -0.350 -0.220 -0.205
H 0.730 0.403 -4.381 0.673 -0.212 0.647 -0.132
H -6.106 -2.478 -0.612 -0.158 0.251 0.002 0.296
H -2.101 4.497 3.744 0.481 0.050 0.077 0.353
H -3.185 2.117 -6.831 0.049 0.382 -0.156 0.436
H 1.710 -1.359 -8.654 0.095 0.150 0.072 0.494
H 1.116 -7.613 4.444 -0.737 0.576 -0.103 0.407
H 3.733 0.354 -7.177 -0.002 -0.623 -0.238 0.428
H -2.550 4.271 2.106 -0.071 0.350 -0.272 0.287
H -2.999 -0.395 -2.587 -0.059 0.006 0.184 0.023
H 1.475 -8.249 1.457 -0.303 -0.217 -0.558 0.366
H 1.813 -4.598 -0.262 0.531 -0.096 0.095 0.398
H 2.670 0.010 7.011 -0.287 0.234 0.361 0.409
H -0.123 -7.554 0.816 0.254 -0.299 0.056 0.268
H -1.239 -5.763 2.072 0.358 -0.720 -0.314 0.284
H 4.339 3.982 5.860 0.066 0.069 -0.143 0.300
H -1.291 2.719 -2.166 -0.058 0.120 -0.012 -0.285
H -4.696 -3.927 0.127 -0.235 0.178 -0.301 0.513
H -0.806 -1.659 0.531 0.156 0.443 -0.077 -0.276
H 2.889 1.854 8.181 -0.247 -0.211 -0.037 0.387
H -1.731 2.978 2.848 0.126 -0.086 0.477 0.153
H -0.518 1.853 8.219 -0.130 -0.110 -0.363 0.464
H 0.776 -0.735 3.540 0.049 0.412 0.170 0.248
H -4.956 0.567 -0.419 0.075 -0.055 -0.029 0.440
H 2.001 7.961 -2.177 0.088 -0.038 0.027 0.317
H 1.789 0.685 3.017 0.424 -0.584 -0.287 0.484
H -1.879 5.772 -3.397 -0.039 -0.170 0.502 0.393
H 1.661 1.939 -4.727 0.352 -0.314 0.571 0.135
H -1.822 0.247 -5.873 0.312 0.099 -0.327 0.548
H -6.640 -0.938 -1.364 0.319 0.019 -0.081 0.325
H -0.505 7.823 -2.065 -0.309 -0.040 -0.016 0.303
H 0.317 5.390 -0.346 0.150 0.434 0.299 0.209
H 1.089 -6.147 -0.386 -0.517 -0.235 0.025 0.540
H 0.502 7.843 -0.651 -0.093 -0.404 0.284 0.564
H 2.059 0.952 0.516 -0.086 0.063 -0.204 0.199
H 2.479 0.337 -5.058 -0.210 -0.010 0.523 0.517
H -3.197 -3.392 1.876 0.087 0.238 0.471 0.248
H 0.355 1.507 0.758 0.288 0.598 -0.339 0.091
H -0.627 0.257 7.310 0.170 0.729 -0.983 0.084
H 1.357 1.904 -8.136 0.420 0.309 -0.216 0.520
H -0.969 -1.573 2.285 0.345 0.176 0.116 0.460
H 1.854 -2.699 -4.244 -0.010 -0.109 0.010 0.160
H 2.447 -1.551 -7.056 -0.442 -0.443 -0.070 0.224
H -0.988 -6.699 3.638 -0.120 -0.041 -0.324 0.477
H -0.208 3.165 6.416 0.548 0.269 0.340 0.384
H -4.599 0.416 -2.607 0.029 -0.056 0.184 0.469
H -2.935 3.123 -5.382 0.478 -0.036 -0.026 0.255
H 0.443 0.435 8.594 0.496 0.264 0.119 0.410
H -0.289 -0.281 -7.654 0.451 0.200 -0.684 0.494
H -0.747 -0.478 -2.185 0.277 -0.819 -0.633 -1.096
H 0.144 0.938 3.140 -0.648 -0.466 -0.407 -0.069
H -0.044 -8.563 2.322 -0.052 0.244 -0.024 0.397
H 0.913 3.266 -3.036 -0.270 0.027 -0.061 -0.012
H 2.653 0.832 5.502 -0.312 0.178 -0.104 0.407
H 1.242 3.567 -1.347 -0.155 0.332 0.156 0.556
H 1.048 1.032 -1.793 0.167 0.858 0.586 -0.105
H -5.997 -2.310 -2.366 -0.162 0.173 0.032 0.355
H -1.481 1.271 -4.523 0.614 -0.228 0.114 -0.703
H -3.712 1.562 -5.315 -0.010 0.011 0.249 0.346
H 1.313 -0.523 -1.384 -0.119 -0.564 0.396 0.479
H -3.714 -3.043 -2.143 0.479 -0.076 0.082 0.445
H -0.240 5.964 -3.926 0.276 -0.361 0.038 0.361
H 1.473 -2.173 0.251 -0.519 1.021 -0.372 0.012
H -2.337 4.077 -1.507 -0.017 -0.349 0.134 0.419
H 0.467 -3.468 -5.130 0.265 -0.028 -0.081 0.383
H 2.110 4.414 6.734 0.081 0.156 0.034 0.348
H 1.122 -4.242 -3.638 0.530 -0.093 -0.500 0.401
H -2.981 -4.165 -0.161 0.102 -0.311 0.182 0.303
H -1.124 4.386 -4.161 0.290 0.015 -0.012 -0.196
H -1.264 6.025 -0.712 0.049 0.163 0.046 0.364
H 2.689 -1.232 1.216 -0.139 0.176 -0.207 0.562
H 2.086 -6.065 4.252 -0.619 0.280 -0.097 0.185
H -0.058 2.923 -6.110 -0.047 -0.201 0.595 0.466
H -0.158 -3.860 -0.469 0.367 0.294 -0.985 0.150
H -1.512 -0.204 1.366 0.321 0.085 -0.120 -0.126
H 3.079 0.490 -8.851 0.426 0.297 0.224 0.357
H -4.523 -0.697 0.751 0.145 0.049 -0.042 0.555
```
Positions in Å, forces in eV/Å.



2.
Here is a cluster of 16 separate species, C2H35O15S in total from the Open Molecules 2025 dataset. Energies are from ωB97M-V with the def2-TZVPD basis set.

Output
**Highest occupied orbital energy (spin up / spin down)**: -0.3905 / -0.3776 Eh
**Orbital gap (spin up / spin down)**: 10.3 / 7.1 eV
**2S+1**: 2

Geometry as XYZ:
```
53
Properties=species:S:1:pos:R:3:forces:R:3:mulliken_charge:R:1
S -0.486 2.179 1.771 -0.129 -0.067 0.457 -0.114
O 2.788 2.875 -0.450 -0.466 0.306 -0.025 -0.691
O 4.504 -1.242 0.432 0.621 -0.190 -0.006 -0.647
O -0.838 3.491 -1.134 0.224 0.310 -0.078 -0.592
O -1.339 -3.162 1.486 0.127 0.077 0.837 -0.610
O 0.210 -1.689 3.659 -0.319 0.090 0.124 -0.681
O -1.375 -2.112 -2.825 -0.427 -0.348 0.083 -0.720
O -4.029 -2.151 0.941 0.253 1.298 -0.387 -0.739
O -0.232 2.064 -3.509 0.208 -0.201 -0.651 -0.667
O -2.303 -0.774 -0.617 0.275 -0.500 -0.162 -0.523
O -4.326 0.351 1.825 0.007 0.566 0.031 -0.664
O -2.647 0.861 -2.811 -0.315 0.080 -0.245 -0.697
O 1.685 -2.793 1.658 0.231 0.402 -0.736 -0.596
O 1.418 -0.162 -3.822 -0.057 -1.030 -0.761 -0.661
O 2.698 0.190 -1.060 -0.671 -0.023 -0.228 -0.538
O 0.492 -1.872 -0.801 -0.738 -0.052 0.059 -0.495
C 2.002 1.272 2.033 -0.852 -0.771 0.847 -0.836
C 1.058 2.329 2.672 0.798 0.394 -0.039 -0.515
H -3.393 -1.631 0.387 -0.219 -0.911 0.272 0.431
H -4.302 0.994 2.541 -0.059 -0.036 0.004 0.308
H -1.574 2.873 -1.213 0.004 0.003 0.094 0.296
H -3.956 0.803 1.058 0.015 -0.016 0.027 0.285
H -2.722 0.530 -3.712 -0.141 0.057 -0.056 0.274
H 3.985 -1.901 -0.043 -0.113 0.154 0.276 0.304
H -2.156 -1.556 -1.199 -0.346 0.726 -0.107 0.390
H 0.674 -2.395 -0.003 0.659 0.132 -0.014 0.225
H 2.497 1.044 -0.635 0.402 -0.100 -0.424 0.335
H 2.019 3.138 -0.977 0.126 0.008 -0.144 0.358
H -0.062 2.840 -2.972 -0.256 -0.015 0.221 0.336
H -2.190 -2.734 1.681 -0.198 -0.230 -0.581 0.406
H -1.022 1.617 -3.172 -0.056 0.261 0.350 0.450
H 1.893 0.021 -3.009 -0.322 0.501 0.237 0.371
H -0.584 -2.196 3.414 0.319 0.171 -0.130 0.310
H -1.385 -0.523 -0.439 0.011 0.056 0.109 0.175
H 1.273 -1.370 -1.057 0.304 0.036 0.187 0.132
H 1.453 3.338 2.558 0.012 0.055 -0.196 0.353
H -0.104 -0.836 3.977 -0.100 -0.115 -0.017 0.298
H 1.666 1.078 1.024 0.214 -0.050 -0.186 -0.128
H 0.741 0.506 -3.994 0.488 0.433 0.615 0.343
H 3.879 -0.741 0.959 -0.223 -0.197 -0.114 0.322
H -1.191 -3.101 0.542 -0.282 0.048 -0.103 0.265
H -0.955 -1.693 -3.582 0.277 0.008 0.187 0.315
H -0.666 3.612 -0.190 -0.226 -0.211 -0.136 0.250
H 2.631 3.316 0.393 0.174 0.003 0.023 0.267
H -3.000 0.148 -2.256 0.441 0.102 0.139 0.297
H -0.697 -2.190 -2.131 0.532 0.053 -0.496 0.428
H 1.838 -3.502 2.289 -0.222 0.193 0.092 0.261
H -4.494 -1.345 1.253 -0.146 -1.013 0.447 0.418
H 0.946 2.201 3.752 -0.177 -0.324 -0.201 0.371
H 3.585 0.286 -1.419 0.164 -0.032 0.202 0.295
H 1.854 0.334 2.577 0.049 0.038 -0.121 0.324
H 3.069 1.474 2.050 -0.016 0.487 0.018 0.503
H 1.171 -2.095 2.102 0.144 -0.617 0.404 0.418
```
Positions in Å, forces in eV/Å.